No. 1
C34H19BrF5N5OPdSe | the ωB97M-V functional and the def2-TZVPD basis

```
67
Properties=species:S:1:pos:R:3:forces:R:3
C 4.048554 -0.961651 -5.437937 -0.05 0.00 -0.02
C -1.141448 1.968346 2.162541 0.00 0.01 -0.01
H 2.630314 3.261113 3.335259 0.00 0.01 -0.01
F 4.187475 -0.454676 -1.870234 -0.01 0.00 0.01
C -1.443062 1.150558 1.087768 0.06 0.05 0.00
H -2.382826 -3.615338 1.063401 0.01 0.01 0.00
C -0.188800 -3.740600 -1.524123 0.01 0.01 0.02
C -4.180355 1.410726 -2.582623 0.01 0.00 0.01
N 0.078155 -3.080898 -2.697586 -0.03 0.05 -0.08
H -2.477173 0.984739 0.808180 -0.01 0.00 0.01
F 1.563829 -0.281225 -2.268685 -0.01 0.03 0.00
C 0.942503 5.676770 7.204887 0.00 0.00 0.00
C -0.787415 -5.032059 0.855859 0.01 0.00 0.00
C 1.815397 -4.650241 -3.160348 -0.01 0.03 -0.02
H 2.204703 -6.143349 -1.686625 0.00 0.00 -0.01
C -5.492265 1.044699 -0.602061 0.00 0.00 0.00
H 2.216597 1.665364 1.898680 0.00 0.00 0.00
C -3.679426 -0.472322 -1.132180 -0.02 0.01 0.01
C 1.603388 -5.290923 -1.977925 0.00 -0.02 0.01
H 3.015642 6.205161 7.421355 0.00 0.00 0.00
H -1.918293 2.442597 2.745254 0.00 0.00 0.00
C -0.014830 4.991493 6.485708 0.00 0.00 0.00
C -5.200859 1.788658 -1.762289 0.00 0.00 0.00
C 0.403000 4.269540 5.368075 0.00 0.00 0.00
C 0.194084 2.181981 2.483677 0.00 0.02 0.02
C -1.560130 -3.930964 0.437753 0.00 0.01 0.02
F 2.236450 -1.036726 -6.889204 0.00 0.00 0.00
N -0.333883 3.507575 4.478511 0.00 -0.01 0.00
H 0.649782 6.247376 8.076309 0.00 0.00 0.00
C 1.157571 1.556471 1.702728 0.00 -0.01 -0.01
C -4.752563 -0.054488 -0.301210 0.00 -0.01 0.00
H -1.058978 5.006920 6.767540 0.00 0.00 0.00
C 2.729815 4.942875 5.729044 0.00 0.00 0.00
F 5.878942 -0.903880 -3.951193 0.00 0.00 -0.01
C 2.339387 -0.504308 -3.337460 0.03 -0.02 -0.02
H -1.036489 -5.518095 1.789498 0.00 0.00 0.00
C -3.367408 0.271025 -2.309195 0.01 0.01 -0.03
N -1.965910 -2.176103 -1.277971 0.01 0.06 0.00
C -1.275450 -3.279233 -0.734834 0.03 -0.03 -0.03
C 4.565031 -0.821451 -4.163373 -0.01 0.01 0.03
C 1.757886 4.254102 5.010803 0.00 0.00 0.00
C 0.750204 0.753221 0.648122 -0.01 -0.03 0.01
F 4.869979 -1.184726 -6.465557 0.01 0.00 0.00
Br -6.913052 1.591287 0.524911 0.00 0.00 0.00
H -3.942439 1.974363 -3.474379 0.00 0.00 0.00
H 1.485428 0.256292 0.027534 0.01 0.00 0.00
C 0.252784 -5.491750 0.101056 0.00 0.01 0.00
H -4.972995 -0.627659 0.591422 0.00 0.00 0.00
H -5.792131 2.663930 -1.996742 0.00 0.00 0.00
Se -0.089981 -0.522044 -4.959941 0.05 -0.06 -0.07
C 2.680185 -0.877921 -5.638368 0.05 -0.01 -0.02
N 1.815507 3.457577 3.886920 0.00 0.00 0.00
H 1.149016 -3.014002 -4.427235 0.00 -0.01 -0.01
C 1.781297 -0.651436 -4.602303 -0.05 0.08 0.07
C -2.962492 -1.614015 -0.682486 -0.01 -0.03 0.02
Pd -1.124307 -1.459076 -2.968381 0.03 -0.08 0.00
H 2.581770 -4.968198 -3.852423 0.00 0.00 0.00
C 0.533364 3.048223 3.620572 0.01 0.00 0.00
O -2.424365 0.022556 -3.147148 -0.02 0.03 0.06
C 2.296216 5.653160 6.831008 0.00 0.00 0.00
C 3.699802 -0.593312 -3.108389 0.04 -0.01 -0.01
N -0.524712 0.542124 0.334443 -0.10 -0.03 0.02
H 0.840262 -6.343637 0.417742 0.00 0.00 0.00
H -3.309225 -2.029619 0.262165 0.00 -0.01 0.00
C 1.017850 -3.537789 -3.491876 -0.02 -0.06 0.05
H 3.773573 4.926529 5.443737 0.00 0.00 0.00
C 0.567520 -4.853638 -1.120179 -0.01 0.00 0.00
```
Positions in Å, forces in eV/Å.

Results
Highest occupied orbital energy in eV: -7.58
2S+1: 1
Energy relative to the best compared isomer or geometry (same formula, charge and spin) in kcal per mole: 0.00
LUMO level in eV: -1.2
Largest force on an atom in hartree/bohr: 0.0023
Kohn-Sham gap in eV: 6.4



No. 2
C34H19N8OPd | the ωB97M-V functional and the def2-TZVPD basis

```
63
Properties=species:S:1:pos:R:3:forces:R:3
H 4.851700 -2.620600 -1.862600 0.04 -0.15 0.02
C -4.329000 0.662400 -0.088000 -0.36 -0.77 0.00
C 2.511500 1.029500 -0.961100 -1.12 -0.06 0.47
C 0.555200 4.097600 -0.447200 -0.79 0.57 0.24
H 2.385900 -5.341100 -0.137600 0.12 -0.03 -0.04
H -7.626300 1.164000 -0.487800 -0.08 0.05 0.01
C 2.523300 -1.202900 -0.840300 -1.09 -0.04 0.50
C 1.316300 -5.376600 -0.008400 -0.14 0.07 0.02
H 6.789100 1.068600 -2.877800 0.08 0.03 -0.05
C -5.514600 -1.467400 -0.141600 -0.04 0.06 0.01
C 0.649200 6.465200 -0.336700 0.18 -0.20 -0.07
N -0.200600 1.941700 -0.386200 0.22 0.24 0.03
C 0.952200 -2.839100 -0.227600 -0.05 1.26 -0.14
H -5.515000 -2.544000 -0.095800 0.00 -0.15 -0.04
N -2.528800 2.332600 -0.065700 -0.23 0.89 -0.03
H -1.824600 0.266600 2.824100 0.07 0.01 -0.13
C 4.860000 1.292900 -1.997000 -0.03 -0.06 0.04
C -0.965400 -0.404800 2.731200 -0.47 -0.49 0.15
H -1.315800 -1.364100 2.349100 0.09 0.18 -0.09
C 1.312900 5.259500 -0.498500 -0.15 -0.13 0.01
C -0.834900 -4.216300 0.148400 0.82 -0.58 0.02
C 0.924800 2.717700 -0.554300 -0.07 -1.36 -0.10
N -0.165200 -2.042100 -0.091400 0.15 -0.20 -0.09
H -0.523200 -0.541600 3.718900 0.13 0.11 -0.09
C -2.956200 1.087000 -0.047400 1.13 -0.24 0.05
C -1.289200 2.760700 -0.194900 -0.46 -1.41 -0.06
O 0.935000 0.962300 2.131700 -1.18 -1.04 -0.49
H -1.238500 -7.532500 0.536100 -0.04 -0.04 0.02
H -5.519000 2.445100 -0.235100 0.00 0.12 -0.07
N 2.123500 2.277100 -0.849600 0.49 0.62 -0.13
H -7.623700 -1.284400 -0.423900 -0.06 -0.04 0.02
C -5.518100 1.367100 -0.224600 -0.05 -0.07 0.01
H 6.787000 -1.380600 -2.797700 0.07 -0.04 -0.05
C 3.783700 0.597600 -1.466000 0.46 -0.79 -0.14
C -1.497500 -5.420800 0.348900 0.01 0.02 -0.01
C -1.493800 5.350000 -0.087300 0.00 -0.09 0.01
C 4.863400 -1.543700 -1.888400 -0.03 0.08 0.06
C -0.742900 -6.585700 0.379300 -0.26 0.16 0.00
N -2.515900 -2.409800 0.140600 -0.29 -0.66 -0.07
H 1.195500 -7.491600 0.253100 0.01 -0.07 -0.01
N 1.768600 -0.076500 -0.614100 0.28 0.06 -0.22
C -1.272000 -2.844400 0.087500 -0.34 1.33 0.00
C -0.843700 4.131500 -0.230100 0.84 0.58 -0.06
C -4.325600 -0.755200 -0.042100 -0.39 0.79 -0.05
C 5.935800 0.553600 -2.464500 -0.14 0.24 0.08
C 3.787800 -0.814700 -1.400700 0.49 0.80 -0.25
C -6.690500 -0.752600 -0.314700 0.24 -0.26 0.07
C -6.692300 0.640700 -0.352800 0.22 0.28 0.05
H -2.558800 5.386100 0.075400 -0.13 0.04 0.01
N 2.149100 -2.434800 -0.580500 0.51 -0.53 -0.17
C 0.640800 -6.566200 0.211800 0.21 0.20 -0.07
H 1.212500 7.384500 -0.360100 0.03 0.12 -0.01
C 5.935000 -0.838900 -2.416800 -0.15 -0.23 0.12
N -2.159500 -0.037500 0.010200 -0.26 0.08 -0.12
C -0.730400 6.507800 -0.144200 -0.22 -0.16 0.03
H -1.215400 7.465200 -0.029100 -0.04 0.07 0.01
H -2.566700 -5.443500 0.483600 -0.14 -0.02 0.02
H 4.846500 2.370100 -2.046400 0.02 0.11 -0.01
C 0.037200 0.253600 1.859000 1.65 1.29 1.24
C -2.949900 -1.167800 0.039100 1.08 0.02 0.13
Pd -0.176800 -0.043000 -0.144900 -0.15 -0.11 -0.81
H 2.380100 5.204400 -0.644000 0.10 0.05 -0.04
C 0.568900 -4.206500 -0.038500 -0.79 -0.49 0.24
```
Positions in Å, forces in eV/Å.

Results
Highest occupied orbital energy (spin up / spin down) in eV: -9.37 / -9.41
2S+1: 1
LUMO level (spin up / spin down) in eV: -4.5 / -4.5
Largest force on an atom in hartree/bohr: 0.0473
Kohn-Sham gap (spin up / spin down) in eV: 4.8 / 4.9
Charge: +1



No. 3
C34H20Cl5N4RhS | the ωB97M-V functional and the def2-TZVPD basis

```
65
Properties=species:S:1:pos:R:3:forces:R:3
C -2.770885 0.590425 0.923683 0.00 0.01 0.00
C -4.155173 0.341678 0.938945 -0.01 0.00 0.00
C 0.509946 -1.794540 -1.007484 -0.02 0.01 0.03
C 3.769601 2.328102 -0.347111 0.00 0.01 0.00
H 1.506777 -0.196539 -4.455165 0.00 0.01 0.00
H -5.243871 3.479989 0.295966 0.00 0.00 0.00
C -0.758711 -2.644547 -0.987400 0.01 -0.01 0.01
Rh 0.101761 0.235913 0.742535 0.02 0.01 0.00
C 0.540566 0.100300 -2.503768 0.01 0.03 0.00
N -0.912041 2.013586 0.923864 0.00 0.00 -0.01
H 2.397053 -2.423458 -3.902481 0.00 0.00 0.00
C -3.185249 2.939453 0.559692 -0.02 0.01 0.00
C -2.263989 1.931950 0.804101 0.01 -0.01 0.01
H -1.461896 4.657030 1.602146 0.01 0.00 0.00
C 1.498625 -2.489296 -1.913546 0.00 0.01 -0.02
H -6.121204 1.207321 0.691130 0.00 0.00 0.00
C 1.776369 5.239884 0.814649 0.00 -0.01 -0.01
C 0.957011 -3.651526 1.727620 0.02 -0.01 -0.03
H 0.147592 -5.380923 0.681092 0.00 0.00 0.01
C -0.117615 3.119218 0.959664 0.02 -0.01 -0.01
C 1.803016 -4.336002 -0.241393 0.00 -0.03 0.01
H -2.854742 3.953781 0.403981 0.00 -0.01 0.00
Cl 3.726325 -4.298455 1.854900 0.00 0.00 0.00
C 0.489158 5.460854 1.215704 -0.01 -0.01 0.00
C 1.782054 -1.872960 -3.199967 0.00 0.00 0.00
H -1.546728 -2.358602 1.647270 0.00 0.00 0.00
C -4.562833 2.661539 0.493776 0.01 0.00 0.00
Cl -2.086809 -2.114663 -1.945836 0.00 0.00 0.00
H 3.031313 0.294140 -0.383291 0.00 0.00 0.00
C -3.660449 -1.937633 1.508051 -0.01 0.00 0.00
C -0.460427 4.425370 1.275953 -0.01 0.02 0.00
C 0.376004 -4.345875 0.445573 0.00 0.00 -0.01
C -0.786175 -3.788474 -0.310137 0.00 0.00 0.00
H 4.733951 2.060625 -0.755204 0.00 0.00 0.00
H 4.194580 4.405307 -0.106760 0.00 0.00 0.00
H 0.831586 -4.188697 2.662418 0.00 0.01 0.00
H -3.947860 -2.945405 1.770409 0.00 0.00 0.00
H -5.642563 -1.191995 1.244549 0.00 0.00 0.00
N 0.163711 -0.403296 -1.396680 -0.05 -0.02 0.00
C 1.259762 2.865665 0.630258 -0.01 0.03 0.01
H 2.491258 6.047943 0.733856 0.00 0.00 0.00
C 3.468153 3.609529 0.006076 0.00 0.00 0.00
H -0.251226 1.657496 -3.734495 -0.01 -0.01 0.00
H -0.373371 1.954785 -1.979119 0.00 0.00 0.00
C 2.053884 -3.645396 -1.545807 0.00 0.00 0.00
H 2.738796 -4.141720 -2.222929 0.00 0.00 0.00
N -1.860509 -0.428158 1.084433 -0.02 0.01 0.00
Cl 2.374160 -6.023789 -0.416394 0.00 0.01 0.00
C 2.812144 1.321007 -0.140034 0.00 0.00 0.01
S 0.500614 -0.769668 2.843628 0.02 -0.02 -0.04
C -5.057676 1.405911 0.700764 0.00 0.00 0.00
C 0.962778 -2.116837 1.754095 -0.04 0.05 0.06
C 2.179246 3.921799 0.495852 0.00 0.00 0.00
C -2.296327 -1.616535 1.426982 0.01 -0.01 -0.01
C 1.072569 -1.522014 0.386534 0.04 -0.02 -0.03
C 0.249315 1.542463 -2.771436 0.02 0.00 0.01
C -4.581424 -0.974667 1.224501 0.01 0.00 0.00
H 1.186432 2.104302 -2.820693 0.00 0.00 -0.01
C 2.339558 -3.617714 1.043180 0.00 0.04 0.01
Cl 3.736545 -1.182400 1.493889 0.00 0.01 0.00
N 1.630645 1.563964 0.376753 -0.02 0.00 0.00
C 2.296572 -2.057643 1.014300 0.02 -0.06 0.00
H 0.175598 6.462838 1.480792 0.00 0.00 0.00
C 1.302450 -0.663512 -3.501000 0.01 -0.01 0.00
Cl -2.207724 -4.781231 -0.295434 0.00 0.00 0.00
```
Positions in Å, forces in eV/Å.

Results
Highest occupied orbital energy in eV: -6.75
2S+1: 1
Energy relative to the best compared isomer or geometry (same formula, charge and spin) in kcal per mole: 99.38
LUMO level in eV: -0.6
Largest force on an atom in hartree/bohr: 0.0018
Kohn-Sham gap in eV: 6.1



Question: Which of these has the highest largest force on an atom?
Answer: C34H19N8OPd